# C48H56F14N15O28S14

A cluster of 11 separate species, C48H56F14N15O28S14 in total in a non-equilibrium geometry (ωB97M-V with the def2-TZVPD basis set, the OMol25 dataset).

Atoms and positions in Å:
C1 23.371 -23.328 -1.810
N1 24.387 -23.592 -2.819
C2 25.316 -22.613 -2.974
C3 26.368 -22.851 -3.856
C4 26.623 -24.037 -4.529
C5 25.638 -25.015 -4.281
C6 24.599 -24.791 -3.445
C7 27.911 -24.161 -5.299
C8 27.826 -24.365 -6.641
C9 29.008 -24.474 -7.381
N2 30.275 -24.298 -6.897
C10 30.401 -24.012 -5.608
C11 29.191 -23.970 -4.809
C12 31.455 -24.236 -7.792
H1 23.999 -23.295 -0.920
H2 22.734 -24.213 -1.784
H3 22.847 -22.396 -2.025
H4 25.202 -21.589 -2.648
H5 27.167 -22.130 -3.944
H6 25.602 -25.939 -4.839
H7 23.825 -25.506 -3.209
H8 26.916 -24.666 -7.139
H9 28.953 -24.854 -8.391
H10 31.387 -23.873 -5.190
H11 29.285 -23.630 -3.788
H12 31.181 -24.653 -8.761
H13 32.221 -24.823 -7.285
H14 31.714 -23.181 -7.697
C13 10.165 -30.246 2.574
N3 11.557 -29.748 2.382
C14 12.311 -29.447 3.502
C15 13.515 -28.809 3.252
C16 14.017 -28.409 2.099
C17 13.225 -28.644 0.926
C18 11.989 -29.344 1.078
C19 15.400 -27.816 1.858
C20 16.600 -28.428 2.281
C21 17.867 -27.761 2.119
N4 17.919 -26.602 1.460
C22 16.761 -26.046 0.920
C23 15.462 -26.602 1.202
C24 19.237 -25.913 1.265
H15 9.381 -29.778 1.979
H16 9.981 -30.356 3.642
H17 10.068 -31.283 2.250
H18 11.898 -29.777 4.444
H19 13.960 -28.351 4.123
H20 13.488 -28.322 -0.071
H21 11.351 -29.484 0.218
H22 16.537 -29.356 2.830
H23 18.863 -28.108 2.349
H24 16.945 -25.104 0.426
H25 14.549 -26.079 0.962
H26 19.745 -25.653 2.194
H27 19.074 -24.921 0.844
H28 19.711 -26.486 0.467
C25 18.488 -21.311 -4.992
N5 17.252 -21.967 -5.104
C26 16.153 -21.575 -4.360
C27 15.003 -22.371 -4.368
C28 14.967 -23.549 -5.220
C29 16.071 -23.920 -5.959
C30 17.215 -23.122 -5.829
C31 13.750 -24.421 -5.152
C32 13.904 -25.817 -5.210
C33 12.788 -26.614 -5.161
N6 11.502 -26.072 -5.130
C34 11.356 -24.716 -4.977
C35 12.454 -23.853 -4.998
C36 10.373 -27.014 -5.207
H29 19.062 -21.794 -4.201
H30 18.230 -20.272 -4.787
H31 18.915 -21.385 -5.992
H32 16.283 -20.634 -3.846
H33 14.120 -22.164 -3.781
H34 16.139 -24.870 -6.467
H35 18.162 -23.401 -6.267
H36 14.873 -26.278 -5.339
H37 12.978 -27.676 -5.216
H38 10.376 -24.298 -4.807
H39 12.323 -22.783 -4.946
H40 10.120 -27.342 -4.198
H41 10.566 -27.917 -5.785
H42 9.486 -26.423 -5.435
C37 20.024 -29.475 -4.944
N7 19.214 -29.877 -3.748
C38 19.370 -29.269 -2.544
C39 18.645 -29.760 -1.422
C40 17.677 -30.813 -1.598
C41 17.619 -31.366 -2.862
C42 18.381 -30.878 -3.941
C43 16.728 -31.197 -0.602
C44 15.345 -31.302 -0.913
C45 14.462 -31.622 0.132
N8 14.879 -31.926 1.360
C46 16.142 -31.776 1.691
C47 17.116 -31.368 0.713
C48 13.947 -32.374 2.449
H43 20.382 -30.417 -5.358
H44 20.709 -28.670 -4.676
H45 19.342 -28.993 -5.644
H46 20.036 -28.423 -2.459
H47 18.736 -29.265 -0.466
H48 16.985 -32.225 -3.029
H49 18.279 -31.252 -4.949
H50 15.068 -31.091 -1.935
H51 13.404 -31.780 -0.018
H52 16.407 -32.026 2.708
H53 18.163 -31.314 0.973
H54 13.268 -33.150 2.095
H55 13.472 -31.440 2.752
H56 14.532 -32.773 3.278
N9 18.448 -26.305 -1.904
S1 17.294 -26.243 -2.776
O1 17.484 -26.669 -4.184
O2 16.255 -25.355 -2.394
F1 16.777 -27.670 -2.196
S2 19.131 -24.982 -2.725
O3 18.551 -23.678 -2.863
O4 19.953 -25.339 -3.843
F2 20.202 -24.699 -1.602
N10 14.563 -28.422 -7.165
S3 14.010 -29.713 -7.497
O5 14.331 -30.873 -6.618
O6 13.756 -29.872 -8.922
F3 12.557 -29.326 -6.940
S4 16.223 -28.819 -7.124
O7 17.100 -29.108 -8.281
O8 16.660 -29.352 -5.850
F4 16.531 -27.266 -6.992
N11 22.974 -23.651 -7.291
S5 22.769 -25.330 -7.103
O9 21.557 -25.812 -7.776
O10 23.316 -26.011 -5.912
F5 23.965 -25.575 -8.140
S6 22.040 -23.403 -6.177
O11 22.654 -23.412 -4.875
O12 20.636 -23.667 -6.389
F6 22.164 -21.786 -6.589
N12 10.835 -24.280 -1.006
S7 10.201 -25.858 -0.612
O13 10.904 -26.637 0.351
O14 9.610 -26.585 -1.763
F7 8.894 -25.445 0.324
S8 12.352 -24.681 -1.209
O15 12.573 -25.839 -2.035
O16 13.271 -24.277 -0.150
F8 12.670 -23.533 -2.281
N13 21.745 -28.202 2.417
S9 22.163 -28.524 0.842
O17 21.084 -28.943 -0.056
O18 23.427 -29.174 0.726
F9 22.585 -27.046 0.401
S10 21.364 -29.574 2.761
O19 22.368 -30.618 3.037
O20 20.151 -30.171 2.133
F10 20.744 -29.224 4.224
N14 22.943 -17.797 -3.478
S11 22.948 -18.334 -1.832
O21 23.856 -19.407 -1.555
O22 21.664 -18.171 -1.102
F11 23.784 -17.049 -1.207
S12 22.405 -19.120 -4.036
O23 21.031 -19.493 -3.655
O24 23.338 -20.194 -4.256
F12 22.093 -18.669 -5.556
N15 17.966 -20.721 0.808
S13 19.393 -21.199 0.563
O25 20.000 -20.782 -0.702
O26 19.811 -22.440 1.165
F13 20.005 -20.175 1.652
S14 17.367 -21.492 -0.554
O27 17.400 -22.960 -0.473
O28 17.503 -20.905 -1.902
F14 15.807 -21.117 -0.282

Properties
Relative energy (zero: lowest compared OMol25 entry of this formula, charge and spin) ... 133.75 kcal/mol
Gap between HOMO and LUMO ... 3.633 eV
Net charge ... +1

These are the Löwdin partial charges, in e, on atoms 1 to 5: 0.0583, -0.0667, 0.0508, 0.0405, -0.1048